{
  "formula": "C73H208BaBrN13O29",
  "method": "ωB97M-V/def2-TZVPD",
  "symbols": ["H", "C", "O", "H", "H", "H", "H", "H", "H", "H", "H", "H", "H", "N", "O", "H", "O", "C", "H", "H", "C", "H", "H", "H", "C", "H", "H", "H", "C", "O", "H", "O", "C", "H", "C", "H", "N", "H", "H", "O", "O", "H", "C", "H", "H", "H", "H", "H", "H", "H", "H", "C", "H", "C", "H", "H", "O", "C", "C", "H", "C", "H", "O", "H", "C", "H", "H", "C", "H", "C", "O", "H", "O", "H", "C", "H", "C", "N", "C", "H", "N", "H", "H", "H", "H", "C", "H", "H", "O", "H", "H", "H", "H", "H", "N", "H", "H", "H", "H", "H", "C", "H", "H", "C", "H", "H", "H", "H", "H", "C", "H", "H", "H", "H", "H", "C", "H", "H", "H", "C", "H", "H", "C", "C", "H", "H", "H", "H", "H", "C", "O", "H", "H", "H", "C", "H", "O", "H", "O", "H", "H", "O", "H", "H", "H", "H", "H", "N", "H", "H", "C", "H", "H", "H", "H", "O", "H", "C", "C", "H", "H", "H", "C", "H", "C", "H", "C", "H", "H", "H", "H", "C", "H", "C", "H", "H", "H", "C", "H", "H", "H", "H", "H", "C", "H", "H", "O", "N", "H", "C", "H", "C", "H", "H", "O", "C", "C", "C", "H", "H", "N", "H", "C", "H", "H", "H", "H", "C", "C", "O", "H", "H", "H", "H", "H", "C", "C", "C", "O", "H", "H", "H", "H", "H", "H", "O", "H", "H", "H", "H", "H", "C", "H", "N", "H", "H", "H", "C", "C", "O", "H", "C", "C", "H", "H", "Br", "H", "H", "H", "C", "O", "H", "H", "H", "O", "C", "H", "H", "H", "C", "O", "C", "N", "H", "C", "H", "H", "H", "H", "H", "C", "H", "H", "N", "C", "C", "H", "H", "H", "C", "N", "H", "H", "C", "H", "C", "H", "H", "O", "H", "H", "C", "H", "H", "C", "H", "H", "H", "C", "H", "H", "H", "H", "C", "O", "C", "H", "H", "H", "C", "H", "O", "H", "H", "H", "N", "H", "H", "H", "H", "Ba", "H", "H", "C", "H"],
  "positions_angstrom": [[22.604746, -1.200054, -11.969988], [29.891278, 7.762798, -21.009438], [28.901588, -1.131687, -15.133492], [25.125120, 10.906664, -20.661925], [28.281689, -3.449347, -16.201990], [26.269349, -6.952148, -18.874382], [26.135876, 5.169094, -14.077927], [27.125871, 7.612836, -22.716061], [15.073865, 4.205579, -14.364926], [23.805666, -0.923300, -28.020580], [25.000852, 3.859911, -11.353658], [26.310537, 5.805674, -20.953085], [19.568076, -1.271949, -14.555864], [24.050690, 1.558374, -28.937815], [22.199434, -0.071173, -18.269419], [23.311306, 8.073854, -18.197809], [25.221460, -3.796997, -13.793539], [23.780201, 1.197636, -27.547577], [27.551054, -1.129205, -17.980681], [24.398990, 6.276651, -23.239267], [16.978907, 4.242055, -14.956342], [22.883788, 2.964026, -14.752892], [24.762340, 3.193517, -16.066537], [26.869577, -0.836828, -15.526980], [17.935008, 6.588309, -20.925712], [24.981299, -0.185858, -23.196283], [24.239994, 7.123426, -15.587041], [24.508756, 3.813595, -24.174211], [25.811945, 2.032139, -11.522107], [28.345663, -0.083531, -21.984284], [22.913546, 2.436924, -11.738671], [21.738436, 7.049079, -20.998235], [16.936911, 1.144917, -12.664732], [29.020773, 4.340344, -17.883806], [26.576414, 5.718522, -14.909890], [23.036106, 6.179406, -19.714934], [26.264712, -3.199661, -16.654993], [23.645169, -0.425306, -16.065271], [21.792191, 3.504769, -15.913483], [28.121155, 1.730866, -11.457965], [20.108256, 7.467710, -16.575160], [25.342597, 1.439332, -17.336926], [27.107067, 3.472640, -21.900897], [31.617763, 7.052234, -20.853911], [26.302711, -0.031650, -12.399375], [29.400067, 5.747799, -21.655714], [29.539894, 2.656065, -15.759621], [26.030570, 8.076380, -24.013046], [20.540512, -3.077979, -19.769834], [23.557305, -4.011864, -21.885103], [25.160073, -1.794120, -10.834891], [21.034881, 4.217619, -11.121219], [28.482180, 2.308195, -17.096466], [23.633625, 1.958091, -18.531058], [27.114458, 3.571565, -10.954004], [22.024618, 4.640272, -10.948387], [23.928953, 2.051712, -25.212008], [25.227273, 6.566621, -22.592771], [20.634618, 2.733410, -22.274048], [26.349527, -5.446996, -14.279016], [22.289586, -1.563817, -23.812268], [20.395701, 3.194797, -21.315851], [26.910904, 8.499972, -19.902185], [23.941556, 4.676804, -16.355141], [21.870601, -0.673647, -22.648023], [25.035838, 12.529518, -20.264251], [23.453413, -2.920201, -15.587617], [27.613105, -2.625240, -16.450859], [24.905884, -1.168739, -8.129228], [24.319242, -0.225818, -27.358882], [24.085182, -2.175473, -20.040519], [24.550044, 8.476261, -14.524642], [21.956297, -2.734567, -16.864095], [27.725562, -1.916727, -21.160511], [18.476884, 5.758377, -23.244715], [20.175754, 5.901290, -10.935803], [17.227692, 7.560124, -18.967610], [24.715011, 2.971618, -11.740076], [25.646386, -2.755393, -10.668904], [24.641571, 3.926959, -18.446230], [22.449106, 1.308655, -17.840471], [17.634702, 6.340016, -14.674277], [21.959346, 10.716173, -20.570611], [27.496133, 2.801663, -22.666748], [28.013048, 3.872554, -21.445509], [22.592361, 7.055900, -13.692182], [25.749396, 5.823213, -9.534375], [27.907424, 3.181125, -15.695385], [18.026564, -0.778298, -17.902955], [20.471062, 0.714173, -23.820511], [24.874160, -3.517650, -10.565284], [21.312723, -2.221908, -12.434873], [17.633185, 6.357961, -23.586410], [24.682701, -3.946046, -19.577878], [17.040911, 4.513034, -21.823590], [26.509466, 2.844268, -21.240506], [29.808273, 1.159148, -21.002087], [24.566013, 0.386550, -12.384996], [22.110279, 1.173220, -23.675800], [26.872631, 6.511814, -24.019616], [18.557069, -4.391928, -18.990883], [20.397984, 7.814770, -17.422044], [25.700576, 2.628560, -24.353899], [20.980010, 1.125181, -15.829829], [18.178424, -2.454305, -19.923996], [22.680599, -2.495025, -23.402329], [26.786522, 7.073901, -18.401959], [21.998716, -0.362416, -8.353071], [26.497725, 0.630161, -23.384222], [27.331734, -1.074068, -21.728778], [25.118633, -2.534765, -22.299587], [30.151300, 1.701881, -11.455357], [23.897071, 11.849878, -21.530242], [20.783385, 3.934932, -10.098995], [23.051384, -0.224766, -9.705044], [24.629959, 2.730356, -24.176401], [25.794916, -3.375731, -15.778411], [18.848884, 5.966566, -17.084670], [17.175572, -0.369903, -16.027848], [21.884137, 9.745542, -18.586208], [24.027725, 5.517544, -9.926089], [22.275986, 8.600442, -16.774689], [23.059673, -4.290505, -20.956219], [21.931908, -1.961910, -11.576316], [16.909138, 7.294027, -17.959739], [17.163156, 0.935320, -17.112859], [26.541223, -0.703456, -21.076218], [19.861711, -0.517337, -11.548670], [22.014153, -2.108038, -14.921200], [23.302540, 2.067762, -20.059342], [21.634598, -4.015697, -21.084647], [17.394898, 5.517069, -13.152565], [27.554096, -1.728341, -23.771031], [22.380994, 8.072656, -13.361060], [17.055527, -0.149075, -17.088473], [26.067848, 5.285104, -15.771055], [26.359269, 4.438468, -22.642627], [24.877427, 4.885014, -21.353626], [31.216880, 7.625093, -21.511727], [27.183474, 3.201531, -12.644743], [21.544094, 5.287915, -19.792053], [20.868322, 1.388146, -21.937948], [24.605769, 8.395705, -22.263735], [19.839225, 2.805744, -23.015820], [23.622160, -1.070611, -6.955734], [22.100673, 6.808088, -14.632901], [26.141882, 7.577373, -12.711439], [20.108670, -2.443512, -19.113278], [23.048721, 0.136367, -14.614155], [21.123403, 8.034925, -19.582354], [24.940745, 6.025483, -10.236710], [15.445114, 5.550838, -15.170423], [17.926402, 0.947219, -12.252527], [22.728345, -0.465880, -22.008337], [27.042406, -4.454757, -17.858330], [23.951400, 6.780104, -13.655977], [25.668167, 1.362757, -19.167172], [23.432579, 0.517155, -15.560594], [26.844399, -6.400147, -18.130933], [23.463174, -1.544754, -19.670519], [19.172068, -4.803588, -19.791136], [27.953788, -2.733919, -18.585446], [22.773836, 8.882448, -17.702441], [28.505802, 0.539558, -13.948791], [21.261496, -1.342685, -10.360087], [22.927359, 3.976153, -18.220866], [22.651437, 10.299725, -19.838718], [30.165638, 0.090587, -14.033161], [18.169274, 8.103557, -18.888774], [22.507474, 7.405090, -21.449276], [23.082008, -3.527058, -18.901867], [24.412594, 2.247187, -26.557366], [23.273807, 9.550392, -20.327853], [28.750985, 3.083216, -16.378705], [25.038663, 1.416293, -29.092146], [23.976060, -0.612252, -26.399195], [23.646862, 0.876626, -29.564104], [29.161254, -0.330465, -13.988100], [16.718858, 0.469123, -13.491690], [26.297988, -3.435764, -22.580076], [18.354997, 2.539309, -14.444151], [16.155924, 1.055019, -11.909689], [16.775264, 2.130298, -15.128665], [24.389941, 11.705993, -20.568742], [25.647944, 1.117436, -13.513050], [26.845778, 8.673223, -13.435100], [23.050243, -2.049065, -8.808524], [24.575669, 7.530847, -21.742934], [17.898617, -1.936075, -14.696290], [26.285544, 7.969726, -18.768845], [17.535551, -4.726302, -19.171991], [17.289074, 2.763857, -14.405687], [27.418574, -2.421045, -11.282148], [24.412257, 0.961069, -15.383782], [18.511238, -1.498922, -12.752073], [18.793840, -1.872015, -14.077764], [26.357692, 7.240943, -23.394062], [29.313048, 2.357302, -11.219006], [29.181203, -1.809007, -17.738263], [25.193265, 7.772535, -20.981194], [20.849843, -1.346136, -21.903317], [25.822908, -0.324083, -24.709398], [23.706762, -3.511819, -19.794925], [24.655863, -5.592250, -14.791938], [20.563614, -1.956462, -9.790566], [28.186112, 6.450120, -20.589738], [22.703481, 5.187133, -21.061344], [29.258355, 6.336812, -20.749581], [22.395584, 1.404463, -16.320077], [25.281829, 5.648011, -11.545204], [27.627743, 5.454698, -15.024865], [20.171897, 5.537842, -15.963143], [17.323941, 3.832803, -22.514449], [21.411921, 3.171569, -13.030120], [19.146201, 4.842114, -21.443819], [29.166687, 0.293648, -20.836571], [17.990602, -2.186654, -17.805943], [19.905139, 6.105834, -16.854392], [27.216504, -5.061530, -18.581604], [24.721281, 7.093143, -10.229994], [17.449617, 4.230415, -15.939395], [22.990326, -0.993566, -24.422086], [25.551125, 1.832220, -10.482832], [24.725375, 3.147093, -12.734664], [22.060012, 6.437495, -12.969507], [20.065229, 5.120627, -11.483484], [27.270280, -2.185052, -14.395398], [22.396737, -2.901419, -11.277382], [21.400534, -1.792363, -24.400030], [20.965225, 1.111435, -14.740018], [20.557348, -2.778811, -18.272824], [21.138877, 2.917019, -12.006035], [24.409912, -2.537351, -7.288787], [20.862057, 8.769984, -18.940886], [17.919497, -2.160202, -12.385793], [16.302582, 5.015188, -22.295611], [20.635342, 0.181470, -16.252592], [22.225267, 5.896927, -20.386372], [22.332846, -0.900004, -9.240454], [17.424145, 6.290359, -19.651310], [23.218267, -5.357366, -20.798816], [18.677549, -2.865558, -19.046586], [17.695092, 5.365667, -14.189420], [18.866761, 7.132366, -20.770954], [24.247978, 2.364720, -23.223252], [18.422150, 3.226672, -18.818031], [29.226262, 8.433681, -21.553285], [16.947595, -2.494588, -17.879464], [24.641825, 6.024096, -12.153932], [25.003987, 1.145844, -18.330563], [29.825988, 5.719148, -19.578186], [25.044611, -5.715292, -13.106431], [22.448385, 2.726935, -20.214288], [24.941042, 0.057677, -18.325120], [22.079562, 1.993883, -11.566072], [27.574238, -1.632213, -15.284256], [29.449267, 3.236123, -11.849258], [18.922889, -4.840836, -18.067433], [17.167039, 7.150915, -21.456553], [23.854572, 3.601521, -16.511051], [29.189860, 4.331984, -16.938854], [22.694521, 2.899812, -15.824416], [20.447583, -0.202701, -10.788501], [29.994557, 8.258655, -20.044266], [18.250938, 5.337036, -21.820184], [29.781520, -0.597315, -20.709043], [29.484153, 2.655477, -10.184636], [18.668743, 4.939210, -23.937720], [21.168548, -4.780753, -21.429735], [24.098269, 3.258480, -26.815420], [25.749050, 5.378258, -21.783837], [20.980962, 0.487740, -11.297329], [22.705083, 1.271541, -27.383973], [26.800137, 7.664948, -13.472446], [26.734699, -1.522079, -23.082444], [28.115433, -2.036147, -17.763810], [16.053684, -0.443760, -17.400848], [27.532099, -7.085310, -17.635221], [23.029192, 1.097651, -20.474385], [23.815544, 3.393929, -17.975418], [25.824814, -2.654753, -23.011630], [18.768499, 5.190619, -14.116932], [25.239885, 7.689371, -18.895754], [24.708269, 7.404394, -14.643701], [26.458354, 8.681268, -17.961411], [21.294617, 0.727366, -23.106587], [21.942919, -3.881289, -15.211450], [26.031486, -6.181463, -17.438514], [26.727321, -3.042841, -11.521183], [20.585610, 5.720665, -17.613799], [29.010506, -0.923663, -13.086159], [25.320023, -5.195516, -14.024086], [20.252211, -1.792479, -22.584281], [20.093192, 9.197410, -19.437143], [26.184949, 7.164793, -14.677001], [22.215144, -1.841531, -17.103015], [27.366227, 9.286486, -19.592874], [20.111084, 2.564738, -12.093437], [23.995318, -1.663258, -7.790975], [25.663315, -2.568377, -17.164792], [20.339535, 1.927417, -16.196311], [21.532319, 3.220820, -22.654381], [23.531082, 9.600284, -17.387182], [25.578515, 0.779060, -12.479232], [16.823984, 2.491736, -13.134044], [22.364408, -2.932198, -15.542637], [25.490364, 2.107355, -26.640887], [30.764856, 5.917102, -19.608889], [21.230818, -2.191732, -21.503408], [27.100160, 2.741365, -11.660157], [19.107181, -2.915762, -14.100345], [23.441802, 11.398058, -19.514003], [24.203248, 2.380316, -20.587682], [25.393182, -0.389543, -27.448103], [21.562945, 10.656588, -18.081288], [15.598079, 4.552600, -15.155412], [19.456132, 6.236522, -23.221145], [25.982100, -2.705351, -9.633093], [26.696461, 7.659033, -15.502935], [18.472519, -2.494868, -16.878120], [19.756277, 0.204499, -19.733309], [28.580184, 0.508733, -19.943342], [16.498972, 8.270961, -19.357221], [25.975185, -0.294175, -23.630501], [25.906020, -3.466767, -13.207095]],
  "atomic_forces_ev_per_a": [[0.5639, -0.2559, 0.0817], [-0.4499, -1.1711, 1.4423], [0.2439, 0.2625, 0.0084], [-0.1746, -0.6278, -0.1821], [0.0533, -0.0781, 0.2962], [0.6331, 0.1159, -0.7107], [0.3412, -0.4106, 0.2689], [-0.0553, 0.1449, 0.2699], [-0.2613, -0.0164, 0.1680], [0.1123, 0.1886, -0.5327], [-0.2466, 0.2428, 0.0247], [0.7857, -0.4043, -0.0170], [-0.1855, 0.2933, 0.3463], [0.2072, 0.9835, -0.1177], [0.1638, 0.9425, 0.0559], [-0.5674, -0.1431, -0.1454], [-1.0713, 0.0694, -1.2368], [0.7659, -0.0053, 0.2987], [0.0187, 0.2205, -0.1242], [0.3878, -0.6284, -0.5354], [2.1252, -0.2019, 0.8181], [0.0384, -0.7081, 0.2497], [0.4392, -0.0929, -0.0297], [-0.2105, 0.2527, 0.1598], [0.5593, -1.1781, -0.5058], [-0.1050, -0.2588, 0.2619], [0.0755, 0.0221, -0.5137], [-0.5380, 0.2124, -0.2972], [-2.4211, -1.4390, -0.0874], [-0.1338, 0.7869, 0.5490], [1.3308, -0.1249, 0.3224], [-1.1450, -0.4228, -0.3964], [-0.3010, 1.1564, -0.6406], [0.0295, 0.0843, -0.1140], [-1.1028, -1.1817, 0.4902], [0.1828, -0.0472, 0.3965], [0.3899, -0.0971, -0.2504], [-0.0374, 0.0324, -0.6094], [-0.2551, -0.0210, -0.5067], [-1.4101, 0.9368, -0.1123], [0.3600, -0.0010, 0.5270], [0.7262, 0.0576, -0.2749], [0.4054, -0.5392, -1.5559], [0.6428, 0.0953, -0.2517], [0.0422, 0.1218, 0.3810], [0.1843, -0.2489, 0.0067], [0.3041, 0.1170, -0.0972], [-0.2362, -0.0674, 0.0102], [0.1943, 0.1557, -0.6019], [0.0004, 0.0001, -0.1455], [-0.0427, 0.0026, -0.5344], [1.1896, -2.0566, 1.6436], [0.0241, 0.2183, -0.3596], [0.1732, -1.4195, 0.1155], [0.4923, -0.0846, 0.3969], [0.4576, 0.4097, -0.7280], [-0.0798, -0.6931, -0.4703], [0.4890, 0.0919, -1.0780], [-0.0097, 0.6782, 1.0492], [0.0330, -0.2781, -0.1279], [-0.0259, 0.9844, 0.2060], [-0.4672, 0.3611, -0.2451], [0.1316, 0.2626, -0.8893], [-0.4747, 0.0840, 0.4495], [-0.6806, 1.1449, -1.3947], [-0.6844, 0.4666, -0.0090], [0.1171, -0.3688, 0.8941], [-0.4902, 0.0306, -0.0717], [-0.2061, 0.4545, -0.7613], [-1.4437, -0.5058, 1.3167], [-0.0442, 0.4432, -1.0793], [0.0353, 0.4289, -0.1588], [-0.9167, -0.3609, -0.8879], [0.4900, -0.3373, -0.1321], [1.5883, 0.5054, 0.1962], [-0.1639, 0.0458, -0.0393], [0.4290, -1.3217, 0.6747], [-0.2902, -0.0849, -1.2169], [-0.6666, 0.4117, 1.9435], [0.2873, -0.2791, -0.2967], [-0.2731, 0.0824, 0.3306], [-0.3586, -0.0338, -0.3406], [-0.6934, -0.6343, -0.3061], [-0.0442, -0.2256, -0.0118], [-0.3046, 0.3514, 0.5100], [-1.3420, -0.0320, 0.4955], [0.0278, -0.1119, -0.2024], [-0.2915, 0.4518, -0.1298], [0.3300, 0.0575, -0.2676], [-0.3569, -0.6126, -0.0837], [0.1947, -0.2523, -1.0217], [-0.7228, 0.1663, 0.3532], [0.3524, 0.2563, -0.2471], [-0.1886, -0.8138, 0.0968], [0.7408, -1.1496, 0.2734], [-0.1872, 0.3361, 0.3412], [-0.2533, -0.0559, -0.6961], [-0.0008, 0.0300, 0.3339], [0.2229, 0.8350, 0.4111], [-0.1342, 0.0093, -0.2095], [-0.2791, 0.2031, -0.4849], [-0.0102, 1.0446, -0.5206], [0.1441, -0.4668, 0.5615], [0.2190, -0.0833, -0.6724], [-0.2045, -0.1892, -0.2830], [0.3473, 0.0875, -0.3203], [0.2410, -0.3672, -0.2708], [-0.9599, -0.0638, -0.1760], [0.1944, -0.1221, -0.0993], [0.5669, -0.0477, 0.0021], [-0.4656, 0.9608, 0.0884], [-0.0636, -0.3185, -0.1059], [-0.0577, 0.2660, 0.0020], [0.0238, -0.9145, 0.2480], [0.1353, 0.3149, -0.3707], [0.1327, 0.3452, -1.0792], [0.0369, -0.0980, 0.3886], [0.1580, -0.6232, -0.3427], [0.1599, -0.5149, 0.0395], [1.3186, -1.7312, -1.5466], [-0.0353, -0.1973, 0.3334], [-0.1464, -0.3970, -0.3446], [0.0433, 0.4928, 0.2887], [0.3181, -0.6315, 0.5921], [0.0353, 0.0262, -0.0061], [0.1330, -0.0220, -0.6862], [-0.2904, 0.4733, -0.0098], [-0.5924, -0.5424, 0.2606], [0.0091, -0.1003, 0.3563], [0.2018, -0.5996, 1.1563], [0.6086, -0.1300, 0.2429], [-0.4463, -0.2784, 0.0454], [0.0402, -0.2838, 0.0886], [0.0303, 0.3809, -0.4565], [-0.3447, 0.5916, 0.6558], [-0.0627, 0.2785, -0.3230], [0.9187, 0.3962, 1.2607], [-0.1548, -0.0326, 0.4409], [-0.5650, 0.1142, -0.4223], [0.2312, -0.0743, -0.3746], [-0.7674, 0.6013, -0.1704], [0.5878, 0.0095, -0.9979], [-0.4204, 0.3450, -0.2103], [-0.1983, 0.1840, 0.0628], [-0.7335, 0.2920, -0.2896], [0.2400, 0.3668, -0.4269], [0.0008, -1.0293, 0.4517], [-1.0384, -0.8164, 0.0683], [-0.1474, 0.5291, 0.3607], [0.9652, 0.0397, -0.1270], [-0.5900, 0.6148, 0.0114], [0.1321, 0.0787, -0.0988], [-0.0088, -0.0767, 0.0001], [-0.0062, 0.0405, 0.1236], [-0.5806, 0.2060, 0.5941], [1.1771, -1.4118, 1.2549], [0.4095, 0.4531, 0.3212], [-0.2210, -0.9532, -0.4281], [-1.9853, 1.6255, 0.3255], [-0.4760, 0.3944, 0.4448], [-0.0195, -0.0792, -0.0791], [-0.0320, -0.0527, 0.0308], [1.3563, 2.2762, 0.9451], [-0.3671, 0.0365, 0.0689], [0.0177, 1.3833, 1.0913], [-0.3173, -0.1198, -0.7591], [-0.7136, -0.0734, 0.0783], [0.1373, -0.4959, -0.1288], [0.2365, -0.0584, 0.0307], [0.5820, 0.3572, -0.2274], [-0.0869, -0.4073, 0.0839], [-0.8716, -0.5301, 0.0842], [-0.0809, -0.5308, 0.0323], [0.3301, -0.0796, 0.2538], [0.3856, 0.2673, -0.0526], [0.4493, 0.0290, 0.4412], [-0.4444, -0.0772, 0.0766], [-0.6919, -0.0308, -0.4490], [0.0680, -0.2984, -0.0291], [0.6298, -0.4664, -0.3545], [0.3473, 0.3215, -0.3586], [0.2246, -0.2199, 0.1188], [-0.0455, -0.4140, -0.2358], [-0.1212, -0.5805, 1.2400], [0.0921, 0.2623, -0.1587], [0.4508, 0.4427, -0.8761], [0.9072, 0.3952, 1.2895], [-0.2649, 0.7944, 0.9186], [-0.2264, 0.7055, -0.1244], [0.5170, -0.4196, 1.6688], [-0.0738, -0.0263, 0.1220], [-0.5258, 1.2200, -1.2617], [0.1724, -0.0169, -0.1759], [-0.1465, 0.3485, -0.0436], [0.0666, 0.3411, -0.0061], [-0.2760, -1.4165, -0.4201], [0.2905, -0.7906, 0.0387], [2.1349, 0.3497, -0.0458], [-0.1037, 0.1149, 0.1777], [0.1769, -0.0640, 0.3685], [-0.9480, -0.6276, 0.8928], [0.0820, -0.1240, -0.0454], [0.1429, -0.0494, 0.1915], [-0.0876, 0.7334, -0.2309], [0.1085, -0.7029, -0.3820], [0.2052, -0.0312, 0.2181], [-0.1345, -0.0198, -0.5518], [0.1301, 1.6230, -0.1377], [1.5007, 1.1882, 0.3100], [0.9168, -0.1627, 0.3135], [0.0395, 0.6246, 0.2601], [-0.2716, -0.1921, 0.1982], [-0.5833, -0.8614, -0.0436], [-0.1198, 0.5614, -0.2613], [-0.4693, -0.3626, 0.3020], [-0.6872, -1.4579, -0.7623], [0.1920, -0.6155, -1.3672], [-0.1704, -0.3578, 0.8351], [0.9059, -2.3497, -0.8101], [0.0772, 0.2085, 0.3399], [0.1455, -0.2440, -0.2020], [0.2789, -0.5499, -0.1964], [1.0911, -1.0571, 0.2944], [-0.2601, 0.4160, -0.5585], [0.3534, -0.3199, 0.2109], [-0.6978, 0.9904, -1.4805], [-0.1819, 0.1860, 0.2752], [0.6863, 0.1431, -0.2165], [-0.0190, -0.0407, -0.2145], [-0.0907, -0.0827, 0.0560], [0.1770, 0.4031, 0.8819], [-1.0638, 2.1427, -0.5738], [-0.3933, -0.5303, -0.2934], [-1.9259, 1.2258, -0.2324], [-0.0130, 0.0289, 0.1312], [-0.2107, 0.4209, 0.0435], [-0.1123, -0.1856, 0.1731], [1.3917, -0.9990, 0.8011], [-0.0474, -0.3014, -1.7553], [-0.4839, 1.5351, 0.2729], [-0.0563, -0.0168, 0.1298], [0.6951, 0.6329, 1.6376], [0.8350, -0.1780, 0.5209], [0.1177, 0.5279, -0.4455], [0.3950, -0.2440, -0.0280], [0.5052, -0.9236, -0.0983], [0.4277, -0.3771, -0.8149], [-0.1922, -0.2270, 0.5155], [-0.3120, 0.2090, -0.5870], [-1.3727, 0.5540, -0.0172], [-0.3771, 0.2982, -0.8189], [0.1139, -0.2618, 0.1115], [0.1818, 0.2298, -0.0054], [-0.6890, -0.0371, -0.0319], [-0.8077, -0.0916, 0.5450], [1.3183, -0.2488, -0.5035], [-0.0266, 0.2458, -0.0990], [-0.0159, 0.2899, 0.1648], [0.1098, 0.5418, -0.3450], [0.8392, -1.0926, 0.9301], [-0.3916, -0.7724, 0.4337], [-0.5136, 0.2308, -0.5076], [-0.3171, 0.4537, 0.0246], [-0.2964, -0.0134, 0.4247], [-1.7060, 1.1930, 0.8413], [0.3502, 0.1931, 0.7344], [-0.3757, 0.1590, 0.3154], [-0.4798, -0.4036, 0.1300], [0.2039, -0.1419, -0.1072], [0.3206, 0.0623, -0.5692], [-1.7760, 0.3269, -0.6348], [0.7905, 0.1554, 0.5536], [-0.0939, -0.3844, -0.0052], [0.2962, 0.6271, 1.4148], [-0.4864, 1.6918, 0.3902], [-0.1479, 0.1189, 0.1039], [-0.1002, 0.0378, -0.0640], [0.7270, 0.5771, -0.2499], [0.0553, -0.1118, 0.2242], [-0.8814, 0.0387, -1.0638], [0.2204, -0.6764, 0.3405], [0.1479, -0.2570, -0.0729], [-0.0346, 0.4924, -0.2283], [-1.1388, 1.0843, -1.8520], [-0.8327, -0.0107, 0.2891], [1.1883, -2.2977, 0.1647], [0.2864, 0.0350, 0.2181], [0.0136, -0.3593, 0.7100], [-0.0831, -0.2115, -0.4702], [-0.2525, 0.0568, -0.4815], [0.1323, 0.0532, 0.2721], [0.6231, -0.0180, 1.0956], [-0.6396, 0.2579, -0.3872], [-0.3865, 0.2904, 0.0577], [1.2920, -0.5591, -0.1364], [0.0174, 1.0140, -0.6560], [0.0719, 0.0257, -0.3765], [0.0638, -0.7371, 0.3339], [0.3491, -0.9654, 0.1809], [0.0108, 0.2868, -0.2635], [-0.2330, -0.0730, -0.0239], [0.1858, -0.0920, -0.1851], [0.7073, -0.1921, 0.2994], [0.4136, 1.1775, 0.6104], [-0.7882, 0.3842, 1.3233], [0.4282, 0.1324, -0.0770], [0.3315, 0.3129, 0.3465], [0.1437, -0.3452, 0.3598], [0.4328, -0.0108, 0.4885], [0.5244, -1.4471, -0.0361], [0.6339, -0.1929, 0.0267], [1.9482, 1.1034, -0.0118], [-0.0781, 0.4102, -0.1294], [0.0261, 0.4625, -0.0468], [-0.6414, -0.4228, 0.3277], [-1.2922, -0.8187, 0.2495], [-0.1005, 1.0161, -0.5441], [0.3974, 0.1178, 0.1838], [-0.7299, 0.7211, -0.2567], [-0.0864, -0.2612, 0.0969], [1.1476, 1.3200, 1.1161], [-0.2489, -0.1912, 0.0484], [-0.3256, -0.3896, -0.7000], [0.0500, -0.0172, -0.1924], [0.3455, -0.3324, 0.4771]],
  "energy_ha": -8398.92971,
  "multiplicity": 1,
  "mol_weight_g_mol": 1949.76,
  "largest_force_ha_per_bohr": 0.0562,
  "orbital_gap_ev": 6.2,
  "total_charge": 0
}